No. 1
The following is a quantum chemistry calculation of a structure of composition C3H4LiO3Zn in a non-equilibrium geometry, from the OMol25 dataset.

```
12
Properties=species:S:1:pos:R:3:forces:R:3
O -0.041808 -1.545737 -0.645529 0.287 -1.223 -0.241
C -0.918669 -0.454226 -0.902167 -0.782 1.272 0.172
C -1.014386 0.448519 0.287207 -0.049 -0.357 -0.142
O 1.609355 2.703085 1.413346 2.900 -0.707 0.363
C 2.225355 1.734017 1.253156 -4.957 2.182 -0.321
O 2.276676 0.599781 0.932452 2.395 -1.397 0.132
Li -0.529639 -3.174400 -1.257912 -0.214 -0.383 -0.232
Zn 1.347903 -0.941135 0.308870 0.202 0.803 0.298
H -1.931685 -0.839446 -1.131710 0.282 -0.013 0.016
H -0.576034 0.112266 -1.783065 -0.182 -0.182 0.104
H -0.809609 0.013695 1.274776 -0.266 0.146 -0.153
H -1.637459 1.343582 0.250576 0.382 -0.142 0.003
```
Positions in Å, forces in eV/Å.

2S+1 = 2
Kohn-Sham gap (spin up / spin down) = 0.25404 / 0.35503 Ha
energy relative to the best compared isomer or geometry (same formula, charge and spin) = 0.00 kcal/mol
HOMO energy (spin up / spin down) = -17.01 / -19.87 eV
total charge = +2

These are the Löwdin partial charges, in e, on atoms 1 to 6: atom 1 (O): -0.47, atom 2 (C): -0.35, atom 3 (C): 0.09, atom 4 (O): 0.35, atom 5 (C): -0.23, atom 6 (O): 0.10

No. 2
The following is a quantum chemistry calculation of the ion C5H13N2O with charge -1 in a non-equilibrium geometry, from the OMol25 dataset.

```
21
Properties=species:S:1:pos:R:3:forces:R:3
C -2.011053 -0.682711 1.431128 0.762 -1.350 -0.627
N -1.561416 -0.891830 0.061191 0.564 1.975 0.710
C -0.084372 -0.687903 -0.071232 -2.586 -1.542 -2.486
C 0.137598 0.723559 -0.558714 1.313 0.540 0.694
C 1.516237 1.247876 -0.066989 -0.986 1.976 -0.738
N 1.436891 2.740711 0.113050 -0.589 -0.190 0.146
C 0.273819 -1.874019 -1.138510 0.838 -0.079 2.633
O 0.110175 -3.048596 -0.492798 0.315 -0.104 -0.523
H -1.790583 0.326798 1.798425 -0.515 0.124 -0.334
H -1.429007 -1.341969 2.114745 -0.390 0.015 0.006
H -3.056318 -0.983904 1.444848 -0.244 0.439 0.557
H -1.899668 -1.729603 -0.379065 0.433 -0.535 0.506
H 0.373001 -0.905658 0.897736 0.365 -0.099 -0.129
H -0.614909 1.439762 -0.204119 0.060 -0.305 0.150
H 0.116479 0.785009 -1.643082 -0.150 -0.213 -0.319
H 2.272536 1.189419 -0.835592 0.411 -1.132 -0.030
H 1.768842 0.719951 0.839191 0.426 0.120 0.293
H 1.803878 3.211431 0.923715 0.276 -0.453 0.070
H 1.715046 3.217030 -0.727910 0.125 0.106 0.072
H -0.392208 -1.812317 -2.001474 -0.401 0.790 -0.573
H 1.315030 -1.643038 -1.504544 -0.030 -0.083 -0.078
```
Positions in Å, forces in eV/Å.

Kohn-Sham gap = 0.21950 Ha
energy relative to the best compared isomer or geometry (same formula, charge and spin) = 38.90 kcal/mol
HOMO energy = -2.30 eV
total charge = -1

These are the Löwdin partial charges, in e, on atoms 1 to 6: atom 1 (C): -0.16, atom 2 (N): -0.12, atom 3 (C): -0.35, atom 4 (C): -0.19, atom 5 (C): -0.24, atom 6 (N): -0.04

Please write out number 2 again, unchanged.
The following is a quantum chemistry calculation of the ion C5H13N2O with charge -1 in a non-equilibrium geometry, from the OMol25 dataset.

```
21
Properties=species:S:1:pos:R:3:forces:R:3
C -2.011053 -0.682711 1.431128 0.762 -1.350 -0.627
N -1.561416 -0.891830 0.061191 0.564 1.975 0.710
C -0.084372 -0.687903 -0.071232 -2.586 -1.542 -2.486
C 0.137598 0.723559 -0.558714 1.313 0.540 0.694
C 1.516237 1.247876 -0.066989 -0.986 1.976 -0.738
N 1.436891 2.740711 0.113050 -0.589 -0.190 0.146
C 0.273819 -1.874019 -1.138510 0.838 -0.079 2.633
O 0.110175 -3.048596 -0.492798 0.315 -0.104 -0.523
H -1.790583 0.326798 1.798425 -0.515 0.124 -0.334
H -1.429007 -1.341969 2.114745 -0.390 0.015 0.006
H -3.056318 -0.983904 1.444848 -0.244 0.439 0.557
H -1.899668 -1.729603 -0.379065 0.433 -0.535 0.506
H 0.373001 -0.905658 0.897736 0.365 -0.099 -0.129
H -0.614909 1.439762 -0.204119 0.060 -0.305 0.150
H 0.116479 0.785009 -1.643082 -0.150 -0.213 -0.319
H 2.272536 1.189419 -0.835592 0.411 -1.132 -0.030
H 1.768842 0.719951 0.839191 0.426 0.120 0.293
H 1.803878 3.211431 0.923715 0.276 -0.453 0.070
H 1.715046 3.217030 -0.727910 0.125 0.106 0.072
H -0.392208 -1.812317 -2.001474 -0.401 0.790 -0.573
H 1.315030 -1.643038 -1.504544 -0.030 -0.083 -0.078
```
Positions in Å, forces in eV/Å.

Kohn-Sham gap = 0.21950 Ha
energy relative to the best compared isomer or geometry (same formula, charge and spin) = 38.90 kcal/mol
HOMO energy = -2.30 eV
total charge = -1

These are the Löwdin partial charges, in e, on atoms 1 to 6: atom 1 (C): -0.16, atom 2 (N): -0.12, atom 3 (C): -0.35, atom 4 (C): -0.19, atom 5 (C): -0.24, atom 6 (N): -0.04

> Which formula does entry 2 have?

C5H13N2O

> The highest energy relative to the best compared isomer or geometry (same formula, charge and spin) belongs to which entry?

C5H13N2O